1.
The following is a quantum chemistry calculation of a molecular structure, C22H66O11S5 at a distorted geometry, from the OMol25 dataset.

Results
LUMO = -0.128 eV
Relative energy (zero: lowest compared OMol25 entry of this formula, charge and spin) = 17.0 kcal/mol
Calculated total energy = -3695.6362 a.u.

ORCA input file:
```
! RIJCOSX wB97M-V def2-TZVPD def2/J DEFGRID3
* xyz 0 1
C -2.004 -5.087 1.499
C -1.118 -4.032 2.123
O -2.042 -3.019 2.505
H -2.679 -5.573 2.269
H -1.466 -6.010 1.159
H -2.705 -4.895 0.721
H -0.326 -3.648 1.305
H -0.629 -4.433 2.909
H -1.686 -2.324 2.019
C 2.043 -3.519 -0.209
C 3.231 -2.637 -0.160
O 3.008 -1.700 -1.170
H 2.144 -4.316 0.686
H 2.231 -4.071 -1.216
H 1.268 -2.953 -0.399
H 3.949 -3.315 -0.211
H 3.519 -2.225 0.647
H 3.391 -0.927 -0.790
C -3.995 0.933 -4.129
C -3.944 -0.084 -5.202
O -2.875 -0.901 -4.847
H -3.873 0.511 -3.143
H -4.971 1.546 -4.213
H -3.175 1.533 -4.391
H -3.730 0.430 -6.121
H -4.931 -0.535 -5.254
H -3.088 -1.829 -5.150
C -1.089 -4.211 -1.998
C -2.056 -3.189 -2.664
O -1.516 -1.931 -2.790
H -0.777 -3.831 -1.075
H -0.100 -4.285 -2.496
H -1.444 -5.188 -2.306
H -3.072 -3.023 -2.092
H -2.136 -3.407 -3.672
H -2.087 -1.329 -3.365
C -5.780 -0.073 2.118
C -4.566 -0.499 1.251
O -3.489 0.394 1.698
H -6.616 -0.632 1.467
H -6.058 0.971 2.280
H -5.482 -0.415 3.054
H -4.785 -0.424 0.132
H -4.179 -1.534 1.336
H -2.784 0.076 1.240
C -0.681 4.471 -2.951
C -1.151 5.072 -1.695
O -0.093 5.689 -0.934
H -1.589 3.913 -3.530
H 0.187 3.809 -2.949
H -0.408 5.167 -3.834
H -1.362 4.345 -1.041
H -1.854 5.600 -1.539
H -0.427 6.042 -0.115
C 1.199 3.536 2.031
S 0.955 5.172 2.791
O -0.173 5.884 1.927
C 0.145 4.685 4.316
H 0.265 3.083 1.761
H 2.068 2.879 2.454
H 1.688 3.588 0.967
H 0.870 4.090 5.122
H -0.761 4.209 4.047
H 0.014 5.649 4.911
C 5.495 -0.964 1.652
S 4.752 0.530 1.084
O 3.768 0.044 -0.043
C 3.729 0.750 2.556
H 6.051 -1.137 2.312
H 6.207 -1.134 0.806
H 4.739 -1.749 1.646
H 3.152 1.627 2.429
H 4.438 1.175 3.251
H 3.100 -0.243 2.862
C 1.312 0.185 4.660
S 0.648 -1.043 3.654
O 1.916 -1.684 3.138
C 0.294 -2.176 5.021
H 1.976 0.911 4.248
H 1.856 -0.173 5.576
H 0.773 1.070 4.994
H 1.185 -2.246 5.372
H -0.035 -3.164 4.536
H -0.196 -1.501 5.836
C 1.140 0.462 0.279
S -0.371 -0.386 -0.278
O -1.109 -0.682 1.112
C -1.098 1.023 -0.988
H 1.529 1.022 -0.508
H 1.913 -0.374 0.513
H 0.789 1.244 1.066
H -2.164 0.635 -1.174
H -0.589 1.112 -1.893
H -1.137 1.927 -0.378
C 1.757 1.181 -3.204
S 2.696 0.771 -4.704
O 2.166 1.805 -5.652
C 4.259 1.338 -4.123
H 1.779 2.316 -3.064
H 2.229 0.819 -2.137
H 0.802 0.988 -3.327
H 5.008 1.355 -4.981
H 4.796 0.719 -3.281
H 4.022 2.371 -3.959
*
```

Löwdin atomic charge list, values in e, 99 entries: C -0.1077; C -0.3022; O -0.0757; H 0.0893; H 0.0808; H 0.0499; H 0.1407; H 0.0502; H -0.0291; C -0.0614; C -0.3675; O -0.0571; H 0.1448; H 0.1183; H -0.0257; H 0.0736; H 0.0016; H -0.1307; C -0.0839; C -0.3390; O -0.0906; H 0.0654; H 0.1194; H 0.0503; H 0.1116; H 0.1179; H 0.1349; C -0.0525; C -0.3327; O -0.1545; H 0.0240; H 0.0804; H 0.0777; H 0.1491; H 0.0691; H 0.0657; C -0.0866; C -0.2862; O -0.0949; H 0.1161; H 0.0665; H 0.0358; H 0.1067; H 0.1071; H -0.0732; C -0.0661; C -0.2892; O -0.0810; H 0.1210; H 0.0406; H 0.0977; H 0.0658; H 0.0224; H 0.0241; C -0.2951; S 0.8620; O -0.5636; C -0.2996; H 0.0281; H 0.0483; H 0.0984; H 0.1184; H 0.0283; H 0.0648; C -0.2112; S 1.0135; O -0.5444; C -0.2743; H -0.0622; H 0.0974; H 0.0694; H -0.0269; H 0.0574; H 0.0862; C -0.3171; S 0.8760; O -0.5579; C -0.1999; H 0.0102; H 0.0959; H 0.0612; H -0.0500; H 0.0843; H 0.1109; C -0.2461; S 0.9412; O -0.5869; C -0.2652; H -0.0124; H 0.0711; H 0.0697; H 0.0842; H 0.0045; H 0.0701; C -0.2492; S 0.8102; O -0.5552; C -0.3063; H 0.0727

=====

2.
The following is a quantum chemistry calculation of 11 unconnected molecules or ions with the total composition C22H67F3N14O13S at a distorted geometry, from the OMol25 dataset.

Results
LUMO = -0.232 eV
Relative energy (zero: lowest compared OMol25 entry of this formula, charge and spin) = 76.7 kcal/mol
Calculated total energy = -3320.8708 a.u.

ORCA input file:
```
! RIJCOSX wB97M-V def2-TZVPD def2/J DEFGRID3
* xyz 0 1
O -0.090 -0.146 -0.283
H 0.229 -0.898 -0.787
H -0.591 -0.388 0.499
H 0.607 0.472 -0.050
C 1.796 5.654 -3.006
F 0.595 5.406 -2.517
F 2.009 5.013 -4.159
F 1.952 7.018 -3.208
S 3.025 5.210 -1.591
O 2.629 3.826 -1.224
O 4.296 5.388 -2.215
O 2.744 6.156 -0.542
C 1.574 -1.658 -5.203
O 2.121 -0.657 -5.498
N 2.195 -2.715 -4.860
N 0.304 -1.840 -5.177
H 3.188 -2.595 -4.999
H 1.697 -3.587 -4.753
H -0.277 -1.113 -5.570
H -0.087 -2.772 -5.173
C -0.029 2.093 -4.348
O -0.970 2.848 -4.223
N 0.829 2.055 -3.359
N 0.330 1.428 -5.441
H 1.712 1.567 -3.318
H 0.615 2.555 -2.508
H 1.159 0.854 -5.496
H -0.216 1.515 -6.286
C 4.195 0.936 -2.939
O 3.266 0.414 -2.439
N 5.128 1.736 -2.491
N 4.159 1.005 -4.215
H 5.827 2.141 -3.098
H 5.140 2.002 -1.517
H 3.328 0.509 -4.505
H 4.739 1.546 -4.840
C -0.619 5.586 1.109
O -0.190 6.756 0.944
N -0.708 4.955 2.242
N -0.882 4.719 0.130
H -0.474 5.497 3.061
H -0.651 3.946 2.238
H -1.668 4.118 0.335
H -0.684 4.845 -0.852
C -2.459 1.321 2.265
O -1.679 0.450 1.867
N -3.277 1.993 1.541
N -2.636 1.622 3.538
H -4.062 2.418 2.013
H -3.622 1.520 0.718
H -3.264 2.401 3.678
H -2.168 1.155 4.302
C 2.507 1.693 2.325
C 2.938 1.055 1.024
C 2.822 -0.495 1.239
O 3.082 -1.331 0.138
C 4.414 -1.590 0.040
N 1.998 1.421 -0.028
H 2.531 2.778 2.224
H 3.153 1.311 3.115
H 1.506 1.330 2.560
H 3.979 1.107 0.704
H 1.783 -0.776 1.411
H 3.178 -0.957 2.160
H 4.637 -2.176 0.931
H 5.117 -0.759 -0.023
H 4.551 -2.233 -0.830
H 2.175 2.389 -0.255
H 2.355 0.940 -0.842
C 1.444 -4.066 -0.024
C 0.596 -3.463 -1.180
C -0.953 -3.368 -0.854
O -1.119 -2.520 0.300
C -2.364 -2.789 0.959
N 1.125 -2.165 -1.645
H 0.916 -4.978 0.256
H 1.445 -3.324 0.774
H 2.406 -4.486 -0.318
H 0.620 -4.150 -2.026
H -1.215 -4.390 -0.580
H -1.396 -3.011 -1.784
H -2.067 -3.066 1.971
H -2.956 -3.569 0.479
H -2.885 -1.846 1.128
H 2.014 -1.962 -1.210
H 1.369 -2.252 -2.621
C 0.082 -2.830 8.572
C 0.509 -2.879 7.130
C -0.644 -3.398 6.183
O -0.175 -3.720 4.862
C 0.117 -2.469 4.181
N 0.910 -1.461 6.921
H -0.175 -3.852 8.851
H -0.676 -2.101 8.859
H 0.956 -2.534 9.153
H 1.422 -3.474 7.158
H -1.270 -2.508 6.254
H -1.205 -4.233 6.603
H 0.950 -1.898 4.593
H -0.648 -1.712 4.009
H 0.451 -2.798 3.197
H 1.847 -1.505 6.545
H 1.000 -0.899 7.755
C -7.140 -0.590 -0.922
C -5.875 -1.115 -1.483
C -4.609 -0.320 -1.082
O -4.331 0.991 -1.691
C -4.290 1.121 -3.160
N -5.593 -2.574 -1.222
H -7.420 0.292 -1.498
H -6.925 -0.444 0.137
H -7.930 -1.291 -1.187
H -5.975 -1.012 -2.564
H -3.736 -0.942 -1.281
H -4.678 -0.222 0.002
H -3.953 2.135 -3.376
H -5.269 1.042 -3.634
H -3.684 0.350 -3.636
H -6.409 -3.162 -1.313
H -5.431 -2.569 -0.225
*
```

Löwdin atomic charge list, values in e, 99 entries: O 0.2201; H 0.0537; H 0.0760; H 0.0407; C -0.6132; F 0.1115; F 0.1262; F 0.0751; S 0.4693; O -0.3889; O -0.3287; O -0.3073; C -0.8383; O 0.0541; N 0.1872; N 0.1982; H 0.1425; H 0.1234; H 0.1164; H 0.1194; C -0.7552; O 0.0145; N 0.1974; N 0.1691; H 0.0685; H 0.0994; H 0.0458; H 0.1121; C -0.7995; O 0.0410; N 0.2091; N 0.1799; H 0.1217; H 0.1147; H 0.0675; H 0.1297; C -0.7185; O 0.0135; N 0.1450; N 0.1615; H 0.1154; H 0.0946; H 0.0816; H 0.0917; C -0.7312; O 0.0179; N 0.1925; N 0.1779; H 0.1232; H 0.0979; H 0.1112; H 0.1238; C -0.0368; C -0.3754; C -0.1931; O -0.2455; C -0.1279; N 0.0645; H 0.0914; H 0.0801; H 0.0744; H 0.1326; H 0.1091; H 0.1303; H 0.0936; H 0.0935; H 0.0979; H 0.0366; H 0.0425; C -0.0322; C -0.3643; C -0.1572; O -0.2146; C -0.0737; N 0.0708; H 0.0761; H 0.0666; H 0.0803; H 0.1199; H 0.1176; H 0.1226; H 0.0832; H 0.0877; H 0.0655; H 0.0489; H 0.0546; C -0.1045; C -0.4079; C -0.1744; O -0.1626; C -0.1073; N 0.0094; H 0.0795; H 0.0852; H 0.0783; H 0.1366; H 0.1137; H 0.1205; H 0.0603